Record 1
Here is a cluster of 8 separate species, C47H51F4N9O2 in total in a non-equilibrium geometry from the OMol25 dataset. Energies are from the ωB97M-V functional and the def2-TZVPD basis.

Output
Structure (SMILES)   CCCCCc1cc(F)c2c(c1-c1cccnc1)C(=O)N(C(F)(F)F)C2=O.c1cc[nH]c1.c1cc[nH]c1.c1cc[nH]c1.c1cc[nH]c1.c1cc[nH]c1.c1cc[nH]c1.c1cc[nH]c1
Energy   -2864.24577 hartree
Multiplicity   1
ΔE to the lowest compared entry with this formula, charge and spin   13.53 kcal/mol

Geometry as XYZ:
```
113
Properties=species:S:1:pos:R:3:forces:R:3:lowdin_charge:R:1
C -5.0418 -4.1129 -1.4263 0.352 -0.484 -0.037 -0.09
C -3.6515 -4.4136 -2.0278 0.057 0.548 -0.219 -0.25
C -2.5822 -3.3263 -1.6904 -0.422 -1.296 -0.208 -0.22
C -1.7216 -3.7506 -0.4773 -0.142 0.484 -0.673 -0.17
C -0.5171 -2.7633 -0.1508 -1.563 -0.493 0.033 -0.10
C -0.6738 -1.4492 -0.8875 0.317 -0.454 0.612 -0.17
C -0.1004 -1.3573 -2.1381 0.453 -0.486 -0.856 0.03
C -0.1899 -0.2194 -2.9115 -0.083 0.327 0.232 -0.21
F 0.3579 -0.1456 -4.1194 0.131 -0.202 -0.054 0.13
C -0.8852 0.8407 -2.4079 -0.313 1.460 0.367 0.01
C -1.4792 0.7684 -1.1256 0.643 0.854 -0.394 0.00
C -1.3701 -0.3542 -0.3355 -0.065 0.185 0.559 -0.06
C -1.9813 -0.3494 1.0325 -0.216 -1.040 -0.762 -0.15
C -2.9271 -1.3099 1.4048 0.188 0.823 1.157 0.01
C -3.3941 -1.1680 2.7131 -0.133 -0.565 -0.804 -0.05
C -2.9466 -0.1226 3.4933 -0.620 0.356 1.880 -0.16
N -2.0506 0.8193 3.1861 -0.476 -1.437 -1.167 0.11
C -1.6033 0.6234 1.9451 1.270 1.350 -0.280 -0.10
C -2.1815 2.1169 -0.8994 -0.134 -1.461 0.305 -0.27
O -2.4554 2.7335 0.0873 0.034 -0.517 -0.933 0.19
N -2.4355 2.5360 -2.2652 -0.181 1.937 0.421 0.12
C -3.6545 2.1678 -2.8470 0.015 0.748 -0.994 -0.63
F -3.8096 0.8236 -3.0011 -0.025 -0.026 0.118 0.14
F -4.7106 2.6051 -2.1775 0.208 -0.108 0.254 0.20
F -3.6895 2.6852 -4.0924 -0.142 -0.271 0.143 0.16
C -1.2131 2.2089 -2.9938 0.278 -1.287 -0.333 -0.27
O -0.6517 2.9106 -3.7799 -0.678 -0.673 0.562 0.20
H -4.9506 -3.5851 -0.4678 -0.095 -0.254 -0.066 0.06
H -5.6535 -3.4890 -2.0885 0.200 -0.077 0.094 0.07
H -5.5605 -5.0688 -1.2797 -0.138 0.370 0.143 0.07
H -3.7587 -4.4540 -3.1229 0.037 -0.048 0.229 0.09
H -3.2769 -5.4011 -1.7248 -0.179 0.192 0.114 0.09
H -3.1454 -2.3989 -1.5209 0.507 0.111 -0.149 0.10
H -1.9440 -3.2628 -2.5798 -0.069 0.490 0.239 0.11
H -2.3950 -3.8694 0.3789 0.327 -0.081 0.021 0.10
H -1.3233 -4.7414 -0.7309 -0.007 0.187 0.277 0.11
H -0.5758 -2.5828 0.9281 0.518 -0.059 -0.172 0.11
H 0.3872 -3.3028 -0.4413 0.126 0.493 0.192 0.11
H 0.4334 -2.1989 -2.5787 -0.065 0.068 0.265 0.15
H -3.2900 -2.1104 0.7737 0.121 0.225 -0.107 0.09
H -4.1112 -1.8761 3.1192 0.068 0.209 0.001 0.11
H -3.3725 -0.0428 4.4982 0.138 0.006 -0.209 0.11
H -0.8351 1.3282 1.6126 -0.186 -0.141 0.127 0.11
C 1.0377 3.6358 2.2077 -0.023 -0.086 0.000 -0.11
C 2.3783 3.7915 1.7595 0.089 -0.065 -0.009 -0.12
C 3.1773 3.8273 2.8719 -0.084 0.161 0.094 -0.15
N 2.3735 3.7033 3.9720 -0.070 -0.045 -0.165 0.02
C 1.0688 3.5817 3.5761 -0.008 0.003 0.115 -0.13
H 0.1522 3.5704 1.5951 -0.013 0.051 0.027 0.08
H 2.7151 3.8676 0.7383 0.019 0.022 0.019 0.09
H 4.2428 3.9310 2.9770 -0.022 0.066 0.013 0.10
H 2.6917 3.7021 4.9233 -0.038 0.052 0.002 0.13
H 0.2784 3.4688 4.2989 -0.021 -0.002 -0.046 0.11
C 3.4397 7.2445 8.1820 0.045 0.011 0.006 -0.11
C 2.4110 6.2752 8.3214 -0.039 -0.025 0.001 -0.11
C 2.8622 5.1170 7.7485 0.027 -0.074 -0.096 -0.15
N 4.1230 5.3499 7.2644 -0.057 0.012 0.033 0.00
C 4.4824 6.6431 7.5296 0.032 -0.001 -0.060 -0.14
H 3.4165 8.2661 8.5232 0.003 -0.014 -0.001 0.09
H 1.4505 6.4132 8.7895 0.011 -0.005 -0.008 0.09
H 2.3980 4.1503 7.6429 -0.013 0.014 0.051 0.10
H 4.6958 4.6767 6.7893 0.041 0.011 0.058 0.14
H 5.4451 7.0218 7.2310 -0.021 0.018 0.005 0.11
C 4.0881 -1.4487 -1.4571 -0.039 0.007 0.021 -0.09
C 4.9667 -2.2746 -0.7021 -0.053 0.003 -0.014 -0.09
C 4.4191 -2.4189 0.5422 0.008 -0.142 0.084 -0.16
N 3.2463 -1.7085 0.5741 -0.017 0.008 0.067 -0.01
C 3.0381 -1.1158 -0.6432 -0.007 0.066 -0.030 -0.14
H 4.2160 -1.1327 -2.4793 0.002 0.010 0.017 0.09
H 5.8943 -2.7087 -1.0360 -0.010 0.011 0.008 0.10
H 4.7603 -2.9597 1.4093 0.006 -0.020 -0.031 0.11
H 2.6350 -1.6313 1.3678 -0.067 -0.080 -0.055 0.15
H 2.1646 -0.5115 -0.8192 0.045 0.038 -0.004 0.10
C -5.0964 -9.6613 -1.4514 -0.041 0.025 0.006 -0.11
C -3.7352 -9.9030 -1.1250 0.041 0.005 0.025 -0.11
C -2.9827 -8.9873 -1.8106 0.053 0.039 -0.047 -0.15
N -3.8352 -8.2048 -2.5416 -0.019 -0.023 0.078 0.00
C -5.1254 -8.6064 -2.3240 -0.016 0.050 -0.064 -0.15
H -5.9552 -10.1997 -1.0863 0.009 0.009 -0.006 0.09
H -3.3533 -10.6618 -0.4624 -0.002 0.010 -0.009 0.09
H -1.9184 -8.8257 -1.8427 -0.009 -0.033 0.001 0.10
H -3.5573 -7.4520 -3.1440 -0.013 -0.011 -0.001 0.13
H -5.9487 -8.1091 -2.8084 -0.003 -0.032 0.003 0.11
C 7.2785 0.5638 3.2480 -0.003 -0.053 0.046 -0.11
C 6.6898 1.8059 2.8854 -0.027 0.012 0.031 -0.11
C 5.4906 1.5250 2.2841 0.013 -0.026 -0.089 -0.14
N 5.3326 0.1707 2.2666 0.147 0.064 0.189 0.02
C 6.4151 -0.4251 2.8543 -0.035 -0.015 -0.029 -0.14
H 8.2252 0.4144 3.7406 -0.011 -0.004 -0.009 0.09
H 7.0996 2.7899 3.0479 0.016 -0.017 -0.031 0.09
H 4.7362 2.1654 1.8677 0.019 -0.037 -0.061 0.08
H 4.5436 -0.3121 1.8775 0.078 0.016 -0.140 0.10
H 6.4788 -1.4967 2.9399 0.042 0.016 -0.003 0.10
C -3.7571 -2.5451 -7.3791 0.006 0.018 -0.045 -0.11
C -4.0338 -3.1073 -6.1041 0.007 -0.018 0.050 -0.12
C -4.0543 -2.0775 -5.2006 0.046 0.054 0.103 -0.15
N -3.7971 -0.9180 -5.8790 -0.017 -0.035 -0.004 0.01
C -3.6196 -1.1932 -7.2067 0.031 0.031 0.019 -0.14
H -3.6705 -3.0725 -8.3145 -0.006 0.010 0.010 0.09
H -4.1995 -4.1481 -5.8774 -0.015 0.012 -0.011 0.08
H -4.2282 -2.0690 -4.1368 -0.001 -0.007 -0.014 0.09
H -3.7470 -0.0049 -5.4637 -0.033 -0.013 0.002 0.13
H -3.4102 -0.4063 -7.9112 0.006 -0.027 -0.006 0.11
C 1.5830 6.4745 -2.1311 -0.008 0.021 -0.039 -0.11
C 1.9176 6.3526 -0.7551 -0.039 -0.020 -0.013 -0.11
C 2.9542 7.2122 -0.5092 0.087 0.015 0.017 -0.14
N 3.2620 7.8457 -1.6829 -0.080 -0.030 0.014 0.00
C 2.4278 7.4049 -2.6747 0.056 0.018 -0.039 -0.14
H 0.8101 5.9407 -2.6598 0.007 0.010 0.000 0.09
H 1.4495 5.7085 -0.0302 -0.014 0.057 0.023 0.07
H 3.4978 7.4266 0.3954 -0.026 -0.029 0.006 0.11
H 3.9873 8.5286 -1.7984 -0.016 0.000 0.003 0.14
H 2.5086 7.7895 -3.6773 -0.014 -0.025 0.004 0.10
```
Positions in Å, forces in eV/Å.

***

Record 2
Here is an isolated molecule of C5H8N2 in a non-equilibrium geometry from the OMol25 dataset. Energies are from the ωB97M-V functional and the def2-TZVPD basis.

Output
Structure (SMILES)   Cn1ccc(N)c1
Energy   -304.79874 hartree
Multiplicity   1
ΔE to the lowest compared entry with this formula, charge and spin   23.06 kcal/mol

Geometry as XYZ:
```
15
Properties=species:S:1:pos:R:3:forces:R:3:lowdin_charge:R:1
C 2.3804 0.1544 0.1117 0.399 0.100 0.556 -0.05
N 0.9177 0.0092 -0.0937 -0.047 -0.187 0.429 -0.17
C 0.3417 -1.2319 -0.0071 0.203 0.007 0.252 -0.13
C -1.0161 -1.1196 0.1022 0.025 0.033 0.046 -0.06
C -1.3284 0.2679 0.0130 0.304 -0.134 0.068 -0.35
N -2.6481 0.7499 0.1396 0.051 0.060 -0.120 0.07
C -0.1335 0.9469 -0.1254 0.122 -0.003 0.308 -0.05
H 2.7886 -0.7578 -0.3381 0.161 0.241 0.181 0.07
H 2.7281 0.9906 -0.5092 0.020 -0.107 0.412 0.07
H 2.8828 0.2305 1.2137 -1.917 0.000 -2.323 0.13
H 0.9579 -2.1180 -0.0649 -0.031 0.078 0.262 0.11
H -1.7161 -1.9219 0.3039 0.117 0.092 -0.295 0.10
H -3.3357 0.1046 -0.2306 0.186 0.129 0.029 0.08
H -2.8225 1.6776 -0.2196 0.183 -0.063 -0.001 0.08
H 0.0167 2.0079 -0.2886 0.224 -0.247 0.196 0.11
```
Positions in Å, forces in eV/Å.

***

Record 3
Here is a structure of composition C3H6Cl2 in a non-equilibrium geometry from the OMol25 dataset. Energies are from the ωB97M-V functional and the def2-TZVPD basis.

Output
Energy   -1038.07794 hartree
Multiplicity   1
ΔE to the lowest compared entry with this formula, charge and spin   136.69 kcal/mol

Geometry as XYZ:
```
11
Properties=species:S:1:pos:R:3:forces:R:3:lowdin_charge:R:1
C 0.2324 1.1807 0.2134 2.488 7.143 4.217 -0.27
C 0.0424 0.0016 -0.4899 3.138 -6.660 2.734 -1.52
C -0.6290 -1.1777 0.1892 -3.558 0.964 2.812 -0.24
H 1.5094 1.1969 1.1052 -4.150 -0.176 -2.566 0.20
H -0.7461 1.4568 1.0095 2.974 -0.372 -2.706 0.15
H 0.5825 1.9859 -0.8088 -1.350 -1.555 4.231 0.13
H -0.6130 -2.2957 -0.2558 0.298 3.101 1.156 0.13
H -0.3325 -0.9651 1.3505 -0.160 -1.527 -2.776 0.12
H -1.7080 -0.7752 0.3178 0.910 -1.253 -0.544 0.08
Cl -0.0307 0.2666 -2.0463 -3.234 1.036 -7.494 0.74
Cl 1.6925 -0.8748 -0.5848 2.646 -0.700 0.936 0.47
```
Positions in Å, forces in eV/Å.

***

Respective molar mass values: 849.98; 96.13; 112.99 g mol⁻¹.